{"formula": "C16H29AlBBr3F11LiN2O11P3", "method": "wB97M-V/def2-TZVPD", "homo_lumo_gap_ev": 1.6657, "e_lumo_ev": 2.408, "total_charge": -3, "elements": ["N", "P", "C", "O", "C", "C", "Br", "O", "C", "F", "H", "H", "H", "H", "H", "H", "H", "H", "H", "H", "F", "P", "F", "F", "F", "F", "F", "Al", "Br", "C", "C", "Br", "H", "H", "H", "H", "B", "F", "F", "F", "F", "C", "C", "C", "C", "C", "C", "N", "O", "O", "H", "H", "H", "H", "H", "C", "C", "C", "O", "C", "H", "H", "H", "H", "H", "H", "H", "H", "O", "H", "O", "H", "Li", "O", "P", "O", "O", "O"], "positions_angstrom": [[-2.991042, 0.330076, 2.532195], [-2.175231, -1.027407, 2.330131], [-1.201481, -1.053932, 0.746364], [-0.693567, -2.364505, 0.551289], [-0.324144, -2.747418, -0.706178], [1.125734, -2.280087, -1.076455], [1.001408, -0.626711, -2.236008], [1.767938, -2.069597, 0.124124], [2.936269, -1.329737, 0.067326], [2.667052, -0.052677, 0.458393], [-2.833571, 0.934375, 1.726041], [-1.295129, -1.169930, 3.420231], [-2.990655, -2.182433, 2.326515], [-1.877253, -0.730349, -0.057431], [-0.363661, -0.348986, 0.794404], [-1.008924, -2.414560, -1.498127], [-0.307311, -3.839695, -0.698373], [1.553434, -3.108058, -1.646082], [3.638171, -1.727340, 0.802144], [3.429040, -1.350581, -0.909282], [-3.414295, -1.871541, 6.697643], [-4.793473, -1.815613, 5.799909], [-4.877195, -3.338991, 6.438919], [-3.817548, -1.406482, 4.542956], [-6.301817, -1.622929, 6.454185], [-5.605251, -2.491573, 4.509507], [-4.798784, -0.213192, 6.139408], [2.008729, 0.211062, -4.369010], [-6.017519, -0.090310, -0.441360], [-7.693371, 0.097994, 0.531871], [-7.474792, 0.479068, 1.975213], [-6.880659, -1.029830, 3.051869], [-8.223747, -0.843559, 0.423980], [-8.236499, 0.881400, 0.002989], [-8.416598, 0.800498, 2.421300], [-6.730244, 1.260614, 2.100459], [-1.693553, -0.264409, -5.066638], [-0.995541, 0.883179, -5.547670], [-2.997534, -0.278990, -5.566825], [-0.999083, -1.415204, -5.485605], [-1.697446, -0.219421, -3.659054], [1.787760, 5.188130, 3.378244], [0.566136, 4.607263, 3.082508], [0.370268, 3.959706, 1.865732], [1.424589, 3.918918, 0.962783], [2.646368, 4.515111, 1.245988], [2.826612, 5.147068, 2.459509], [1.290127, 3.246369, -0.332971], [0.257978, 2.692986, -0.635673], [2.269290, 3.274951, -1.075314], [1.927700, 5.682768, 4.330761], [-0.234859, 4.661414, 3.807666], [-0.589096, 3.512163, 1.641078], [3.455436, 4.484592, 0.532264], [3.777712, 5.610008, 2.691578], [6.580558, -3.244672, -5.449892], [6.632592, -3.886602, -4.069433], [6.051218, -2.788926, -3.192370], [5.117343, -2.069400, -4.012364], [5.286721, -2.454445, -5.365303], [6.590371, -3.961198, -6.270414], [7.425970, -2.565259, -5.580485], [5.986248, -4.766347, -4.044512], [7.632268, -4.189797, -3.763853], [6.823776, -2.087973, -2.862566], [5.538072, -3.177127, -2.313748], [4.426792, -3.083341, -5.641605], [5.297692, -1.553046, -6.002834], [0.477303, -3.268360, 3.154038], [0.056949, -3.281161, 2.291688], [2.038850, -3.455634, -5.842770], [2.633413, -3.307949, -5.091228], [3.517686, -2.208665, -6.593609], [-1.928572, 6.170198, 4.419176], [-2.017950, 7.503886, 3.686185], [-2.213122, 7.288395, 2.188243], [-0.723790, 8.285585, 3.909181], [-3.213399, 8.285218, 4.225553]], "forces_ev_per_angstrom": [[0.55, -0.15, -1.03], [-0.55, 1.58, 1.15], [0.13, -0.23, 0.34], [-0.60, -0.17, -0.05], [0.04, 0.55, -0.52], [-0.99, -1.94, 1.76], [-0.27, 0.38, 0.21], [0.26, 0.68, -1.36], [0.82, -0.65, 1.11], [-0.01, 0.42, -0.40], [-0.27, 0.07, 0.06], [0.11, -0.74, -0.52], [0.49, -0.10, -0.27], [0.00, -0.19, -0.01], [-0.15, 0.13, 0.21], [-0.05, -0.04, 0.04], [0.20, -0.02, -0.06], [0.53, 0.71, -0.64], [-0.24, -0.19, 0.12], [-0.34, 0.27, -0.23], [-0.15, 0.66, 0.46], [0.60, 0.24, 0.10], [-0.20, -0.51, -0.65], [0.44, -0.59, 0.58], [-0.17, -0.67, 0.54], [-0.39, -0.50, 0.66], [0.14, 0.36, -0.60], [-0.55, -0.27, -0.34], [-0.06, -0.08, -0.01], [0.06, 0.32, -0.13], [-0.15, -0.48, 0.28], [-0.35, 0.90, -0.73], [0.02, -0.01, 0.09], [0.01, -0.01, 0.01], [-0.02, 0.09, -0.13], [0.02, -0.02, -0.10], [-0.34, -0.22, 0.14], [0.43, 0.06, 0.02], [0.15, 0.10, -0.03], [0.25, 0.12, -0.01], [0.04, 0.05, -0.08], [-0.01, 0.03, 0.05], [-0.04, -0.15, 0.01], [-0.02, 0.00, -0.06], [-0.04, 0.19, 0.35], [0.26, 0.02, -0.08], [-0.07, 0.00, 0.07], [0.27, -0.16, -0.45], [-0.14, 0.11, 0.37], [-0.04, -0.02, -0.01], [-0.07, 0.03, -0.02], [-0.11, 0.01, -0.14], [0.09, -0.05, -0.08], [-0.11, -0.10, -0.09], [0.00, -0.01, -0.04], [0.25, 0.07, -0.15], [-0.20, -0.17, 0.01], [0.19, 0.09, 0.16], [-0.04, 0.03, -0.17], [-0.03, -0.02, 0.15], [-0.05, -0.01, 0.02], [-0.03, 0.01, -0.02], [0.01, 0.01, 0.01], [0.01, 0.05, -0.01], [0.00, -0.02, 0.02], [-0.10, 0.07, -0.05], [0.58, -0.72, 0.48], [0.23, 0.14, 0.14], [0.33, -0.06, 0.03], [0.02, -0.03, -0.02], [2.09, 1.54, -0.77], [-0.55, -0.49, 0.57], [-2.25, -0.47, -0.28], [0.11, 0.28, 0.33], [0.04, 0.08, 0.07], [0.02, 0.46, 0.00], [0.14, -0.36, -0.20], [-0.21, -0.29, -0.17]]}

***

{"formula": "C27H41CaCl2N9O5P2S", "method": "wB97M-V/def2-TZVPD", "homo_lumo_gap_ev": 7.1276, "e_lumo_ev": 0.216, "de_lowest_kj_mol": 73.8, "elements": ["Ca", "C", "C", "N", "N", "C", "N", "S", "C", "C", "C", "C", "C", "N", "H", "H", "H", "H", "H", "H", "H", "H", "H", "O", "C", "O", "C", "C", "C", "C", "C", "C", "C", "C", "C", "N", "H", "H", "H", "H", "H", "H", "C", "N", "C", "P", "O", "O", "P", "O", "N", "C", "C", "N", "C", "C", "N", "C", "C", "H", "H", "H", "H", "H", "H", "H", "H", "H", "H", "H", "H", "H", "H", "H", "H", "H", "H", "H", "H", "H", "H", "H", "H", "Cl", "C", "Cl", "H", "H"], "positions_angstrom": [[0.264609, -0.226075, 0.008944], [-3.499829, -0.587839, 2.654928], [-2.549163, -0.408784, 1.510444], [-1.506055, 0.333086, 1.575082], [-1.369842, 1.040943, 2.744724], [-0.155849, 1.449185, 3.012669], [-0.080949, 2.287121, 4.103737], [1.368353, 1.115907, 2.253317], [-2.864764, -1.111731, 0.224750], [-4.194763, -1.450196, -0.037190], [-4.523338, -2.082457, -1.222978], [-3.515866, -2.375092, -2.124801], [-2.225593, -1.998749, -1.794115], [-1.902864, -1.383412, -0.665617], [-2.942474, -0.549867, 3.587448], [-4.027910, -1.536213, 2.589283], [-4.235023, 0.220989, 2.696870], [-0.897248, 2.282859, 4.695846], [0.814403, 2.335732, 4.557760], [-4.963927, -1.213830, 0.682008], [-5.550771, -2.349090, -1.433387], [-3.711659, -2.884246, -3.057742], [-1.399865, -2.212188, -2.465500], [-0.565313, -4.162189, 0.794869], [0.162418, -3.193396, 0.595846], [0.285602, -2.121475, 1.244132], [1.114197, -3.282895, -0.619779], [1.439183, -4.570867, -1.117881], [2.347324, -4.683911, -2.121815], [2.938587, -3.512867, -2.656577], [3.904776, -3.542699, -3.689435], [4.448700, -2.385128, -4.165924], [4.051542, -1.144065, -3.623236], [3.119513, -1.082348, -2.626009], [2.537665, -2.271682, -2.122084], [1.616602, -2.175001, -1.115749], [0.947025, -5.414592, -0.657306], [2.635168, -5.652336, -2.514645], [4.205629, -4.503186, -4.090332], [5.191372, -2.415883, -4.952236], [4.504598, -0.234394, -3.997974], [2.812808, -0.138264, -2.191466], [0.144189, -0.185507, -4.093997], [-0.996059, 0.714474, -4.216049], [-1.227200, 1.138654, -5.590697], [-1.203360, 1.789177, -2.982051], [-1.297697, 1.153313, -1.662469], [0.103390, 2.767376, -3.087075], [1.280065, 2.837747, -1.989496], [1.501200, 1.578165, -1.252358], [2.575712, 3.228471, -2.932992], [2.482154, 3.806681, -4.260200], [3.893723, 2.705495, -2.600150], [0.779739, 4.074630, -1.024559], [1.448118, 4.249109, 0.267433], [0.473172, 5.342694, -1.670638], [-2.458990, 2.767515, -3.359462], [-2.307023, 3.993775, -4.123291], [-3.642337, 2.740148, -2.502266], [-0.034340, -1.075264, -4.699974], [0.277910, -0.504578, -3.062435], [1.075419, 0.286325, -4.431786], [-1.317636, 0.252423, -6.219646], [-0.399309, 1.746833, -5.978776], [-2.154847, 1.700956, -5.665766], [1.522342, 4.294723, -4.411715], [2.607001, 3.040736, -5.034532], [3.265108, 4.557229, -4.390732], [3.890295, 2.257615, -1.609530], [4.629930, 3.512068, -2.622682], [4.193891, 1.937507, -3.320634], [1.673648, 3.283761, 0.715235], [0.764984, 4.768513, 0.941144], [2.360450, 4.848108, 0.162034], [-0.083193, 5.186037, -2.594285], [1.380811, 5.916623, -1.895833], [-0.148869, 5.937334, -1.000234], [-1.419184, 3.958619, -4.752165], [-2.228747, 4.862419, -3.461073], [-3.174719, 4.132337, -4.772255], [-3.704818, 1.791496, -1.975518], [-4.532240, 2.866473, -3.121179], [-3.601802, 3.544320, -1.761824], [3.502618, -2.140572, 2.076827], [3.615168, -3.741503, 2.789121], [4.014805, -4.994999, 1.585650], [2.652422, -4.003027, 3.213035], [4.399695, -3.755305, 3.535865]], "forces_ev_per_angstrom": [[0.25, 0.44, -0.06], [-0.02, 0.07, 0.15], [-0.15, -0.15, -0.32], [-0.10, -0.07, 0.21], [-0.03, -0.13, -0.28], [0.39, 0.22, 0.15], [-0.13, -0.06, -0.02], [-0.31, -0.02, -0.16], [-0.20, 0.09, 0.19], [0.02, -0.05, -0.07], [0.03, 0.03, 0.07], [0.07, 0.00, -0.05], [0.06, -0.09, -0.05], [0.09, 0.23, 0.34], [0.02, 0.00, -0.02], [0.02, -0.03, -0.01], [0.01, 0.01, -0.02], [0.03, 0.01, 0.02], [-0.01, -0.01, -0.02], [-0.01, 0.01, 0.00], [-0.01, 0.00, 0.00], [-0.01, 0.00, 0.00], [-0.02, -0.02, -0.03], [-0.01, -0.05, 0.03], [0.24, -0.03, -0.22], [-0.24, 0.02, 0.13], [-0.02, -0.29, 0.00], [0.01, 0.11, -0.02], [-0.06, 0.00, 0.04], [0.02, 0.00, -0.02], [-0.03, -0.01, 0.02], [0.01, 0.00, -0.01], [0.01, 0.02, -0.02], [-0.02, -0.07, 0.01], [0.01, 0.13, -0.08], [-0.12, 0.03, 0.05], [0.01, -0.02, -0.01], [0.01, 0.00, -0.01], [0.01, 0.00, -0.01], [0.00, 0.01, 0.00], [0.00, -0.01, 0.00], [0.01, 0.01, 0.00], [0.10, -0.07, 0.02], [-0.10, 0.15, -0.09], [-0.01, 0.00, -0.01], [-0.05, -0.06, 0.08], [0.13, -0.16, 0.10], [0.01, 0.01, -0.15], [-0.06, -0.12, 0.05], [0.14, -0.11, 0.14], [-0.04, 0.00, 0.02], [-0.04, 0.07, -0.01], [0.00, -0.04, 0.01], [0.01, -0.03, -0.11], [-0.06, -0.04, 0.03], [-0.04, 0.05, -0.01], [0.07, 0.04, 0.02], [0.03, 0.01, -0.06], [0.00, -0.02, 0.02], [0.01, 0.01, -0.01], [-0.02, 0.03, 0.02], [0.00, -0.02, 0.01], [0.00, -0.01, 0.01], [-0.01, 0.00, -0.02], [0.00, 0.01, 0.02], [-0.01, -0.02, 0.01], [0.01, 0.02, -0.01], [0.00, -0.01, 0.00], [-0.01, 0.01, 0.00], [0.01, -0.02, 0.00], [0.03, 0.02, 0.01], [0.01, -0.03, 0.01], [0.02, 0.01, -0.01], [0.03, -0.02, 0.02], [0.03, -0.01, 0.02], [0.00, 0.01, -0.01], [0.01, 0.00, 0.01], [0.01, -0.01, 0.02], [-0.02, 0.01, -0.02], [0.00, 0.00, 0.01], [0.01, 0.00, 0.00], [-0.01, 0.00, 0.02], [-0.04, 0.00, 0.00], [0.11, 0.05, 0.02], [-0.07, -0.20, -0.08], [0.00, 0.05, 0.01], [-0.01, 0.06, -0.01], [-0.01, 0.07, 0.00]]}

***

{"formula": "C5H21N2O3", "method": "wB97M-V/def2-TZVPD", "homo_lumo_gap_ev": 9.9596, "e_lumo_ev": -2.566, "de_lowest_kj_mol": 119.8, "total_charge": 1, "elements": ["N", "C", "C", "N", "C", "C", "C", "H", "H", "H", "H", "H", "H", "H", "H", "H", "H", "H", "H", "H", "H", "H", "H", "H", "O", "H", "H", "O", "H", "H", "O"], "positions_angstrom": [[1.088864, -1.086316, -1.403520], [-0.408477, -1.317452, -1.434518], [-1.179385, 0.006431, -1.256002], [-0.322443, 0.944993, -0.498751], [0.733562, 1.545671, 1.586090], [-0.466724, 0.851439, 0.978125], [-1.771917, 1.486430, 1.491223], [1.320562, -0.226920, -1.947588], [1.349122, -0.904218, -0.417623], [1.571439, -1.888639, -1.790294], [-0.650811, -2.032261, -0.692625], [-0.701282, -1.795918, -2.455415], [-2.136010, -0.213237, -0.830372], [-1.469432, 0.440736, -2.275337], [-0.500526, 1.976897, -0.908921], [0.779495, 1.388604, 2.686887], [0.718833, 2.631405, 1.425414], [1.673770, 1.161006, 1.146809], [-0.469641, -0.204755, 1.259942], [-1.860408, 2.576244, 1.242196], [-2.679408, 0.979101, 1.060198], [-1.884067, 1.416047, 2.582625], [2.773691, 1.273304, -3.490118], [2.479949, 1.837790, -2.073588], [2.477900, 1.044190, -2.566866], [1.762390, -0.841824, 2.027607], [2.665538, -2.039788, 1.582454], [1.964900, -1.441780, 1.295182], [-2.942170, -2.804556, 0.807683], [-1.842133, -2.436529, 1.883434], [-2.075172, -2.326080, 0.985665]], "forces_ev_per_angstrom": [[-1.31, 0.69, -0.19], [-0.45, -0.23, -2.72], [0.83, 0.74, -1.54], [-1.20, 2.27, -1.48], [0.79, -0.13, 0.72], [-0.53, 1.28, -0.34], [-1.09, 0.08, -0.31], [0.24, -0.39, 0.25], [0.36, -0.36, -0.38], [0.24, -0.08, 0.17], [-0.10, -0.55, 0.87], [0.73, 0.83, 1.71], [-0.55, -0.18, 0.73], [0.86, -0.43, 1.30], [0.44, -3.03, 1.75], [-0.08, 0.13, -0.60], [-0.12, -0.23, -0.05], [-0.38, 0.21, 0.18], [0.02, -0.07, -0.26], [0.32, -0.89, 0.05], [0.88, 0.42, 0.32], [0.22, -0.09, -0.25], [-0.43, -0.27, 1.48], [0.04, 1.45, 0.77], [0.36, -1.13, -2.30], [0.25, -0.27, -0.09], [-0.10, 0.16, 0.10], [-0.15, 0.10, 0.03], [1.74, 0.87, 0.71], [0.05, -0.43, 1.56], [-1.87, -0.49, -2.17]]}

***

Molar mass: 1011.76 776.68 157.23 (g mol⁻¹)
F_max: 2.805 0.510 3.526 (eV/Å)
HOMO energy: 0.742 -6.911 -12.525 (eV)